# 1
# C38H42MoN3O4P2Si2

C38H42MoN3O4P2Si2 as an isolated structure (ωB97M-V/def2-TZVPD, OMol25).

```
92
Properties=species:S:1:pos:R:3:forces:R:3:lowdin_charge:R:1
Mo 0.12345 0.05531 0.64904 -0.318 -0.197 0.011 1.768
C 3.28040 -2.29427 0.83582 0.015 0.011 -0.025 -0.151
Si 3.06428 -1.20343 -0.64318 0.002 -0.147 0.053 0.454
C 4.60348 -0.33036 -1.16864 -0.020 0.052 -0.022 -0.139
C 2.10947 -2.00687 -2.01379 0.005 0.046 -0.032 -0.148
N 1.90237 0.12205 -0.00508 0.049 0.025 -0.006 -0.375
P 2.15210 1.77293 0.27410 -0.030 0.061 0.138 0.847
C 0.57171 1.86908 1.06293 0.077 0.199 -0.001 -0.423
P -0.25607 1.98292 2.61036 0.087 -0.039 -0.059 0.827
N -0.64675 0.36070 2.44689 0.073 0.064 -0.023 -0.365
Si -1.84101 -0.59312 3.49616 -0.031 -0.058 -0.032 0.445
C -2.34538 0.54964 4.86601 0.003 0.043 -0.025 -0.147
C -3.30595 -0.96304 2.41273 0.012 0.005 0.039 -0.140
C -0.93098 -2.08277 4.11556 0.017 0.008 -0.013 -0.150
C 0.81988 2.30166 3.97523 -0.027 0.006 0.003 -0.333
C 1.28467 3.60562 4.17829 0.013 -0.021 0.008 -0.067
C 2.16168 3.85667 5.21857 -0.001 0.005 -0.001 -0.030
C 2.55925 2.81990 6.05680 0.002 0.003 0.004 -0.022
C 2.09767 1.52548 5.85373 -0.003 -0.027 -0.003 -0.040
C 1.23488 1.25785 4.80364 0.001 0.040 -0.010 -0.093
C -1.60178 3.11707 2.52025 0.025 0.003 -0.018 -0.319
C -2.26693 3.28330 1.29845 0.008 -0.017 0.028 -0.072
C -3.33325 4.15884 1.21984 -0.003 -0.004 -0.008 -0.038
C -3.73260 4.86573 2.35006 -0.007 0.008 -0.006 -0.014
C -3.07163 4.70434 3.56090 0.021 -0.001 0.021 -0.026
C -2.00187 3.82991 3.65448 -0.018 -0.020 -0.005 -0.072
C 3.55066 2.03209 1.31968 -0.006 0.002 -0.048 -0.315
C 4.51212 2.99325 0.99734 -0.001 -0.017 0.018 -0.048
C 5.61704 3.14476 1.82127 -0.008 -0.001 -0.019 -0.025
C 5.76109 2.34269 2.94431 0.005 -0.021 0.015 -0.014
C 4.80742 1.37708 3.25822 0.007 0.007 0.003 -0.040
C 3.70025 1.21774 2.44869 -0.039 -0.002 -0.019 -0.097
C 2.15669 2.72803 -1.21096 0.031 -0.002 0.006 -0.324
C 2.11334 4.12184 -1.09067 -0.009 -0.013 -0.029 -0.079
C 2.10149 4.89824 -2.23604 0.004 -0.003 0.022 -0.031
C 2.13161 4.29082 -3.48637 -0.002 0.003 -0.012 -0.017
C 2.15939 2.90742 -3.60260 -0.001 -0.013 -0.001 -0.031
C 2.16750 2.11676 -2.46478 -0.008 0.038 0.018 -0.071
H 3.94418 -3.12416 0.58130 -0.013 -0.024 0.003 0.060
H 2.33256 -2.72179 1.17263 0.015 0.003 0.006 0.029
H 3.74341 -1.75510 1.66447 -0.008 -0.009 0.003 0.033
H 5.27503 -1.06625 -1.61963 0.002 -0.018 -0.002 0.064
H 5.13339 0.11552 -0.32529 -0.006 0.001 0.009 0.042
H 4.42438 0.43942 -1.92128 0.034 -0.002 0.006 0.037
H 2.63087 -2.91310 -2.33115 -0.003 -0.015 -0.007 0.060
H 2.02309 -1.36586 -2.89284 -0.021 0.002 -0.010 0.041
H 1.10408 -2.30814 -1.70441 0.028 -0.015 0.028 0.021
H -3.00930 1.34068 4.51459 -0.008 0.005 0.017 0.040
H -1.51562 0.99815 5.41484 0.003 -0.010 -0.002 0.035
H -2.91192 -0.04640 5.58730 -0.014 -0.010 0.008 0.064
H -3.57140 -0.10514 1.78923 -0.007 0.006 0.002 0.043
H -4.16393 -1.15722 3.06171 -0.017 -0.005 -0.011 0.060
H -3.18658 -1.84238 1.78118 0.015 -0.011 -0.011 0.022
H -0.22885 -1.82381 4.90998 0.013 -0.007 0.004 0.038
H -0.38506 -2.60042 3.32715 -0.001 -0.005 0.003 0.017
H -1.64720 -2.78614 4.54706 -0.015 -0.009 0.009 0.059
H 0.95410 4.41697 3.53975 0.010 0.009 0.003 0.122
H 2.52193 4.86163 5.39030 0.004 0.007 -0.001 0.126
H 3.22909 3.02606 6.88107 0.005 0.003 0.005 0.128
H 2.40600 0.72873 6.51717 0.001 -0.002 0.004 0.125
H 0.88039 0.24864 4.63447 0.006 -0.012 0.011 0.087
H -1.94387 2.74171 0.41567 -0.017 0.011 -0.006 0.095
H -3.85093 4.30155 0.28146 -0.001 0.002 -0.005 0.123
H -4.56374 5.55490 2.28312 -0.011 -0.001 -0.001 0.129
H -3.38782 5.26266 4.43113 -0.003 0.002 0.004 0.128
H -1.48627 3.70197 4.59771 -0.014 0.005 0.001 0.116
H 4.41543 3.59948 0.10708 0.002 0.014 0.000 0.110
H 6.37227 3.87942 1.57876 0.000 0.008 -0.008 0.128
H 6.63097 2.45952 3.57686 0.006 0.004 0.005 0.129
H 4.93932 0.74828 4.12803 -0.003 -0.007 0.009 0.123
H 2.96298 0.45660 2.68298 0.032 0.025 0.011 0.095
H 2.08846 4.59688 -0.11620 0.002 0.011 0.004 0.120
H 2.07226 5.97610 -2.15714 -0.001 0.007 0.006 0.127
H 2.13043 4.90283 -4.37826 -0.002 0.003 -0.004 0.129
H 2.17858 2.44658 -4.58049 0.000 -0.006 -0.006 0.126
H 2.18301 1.03861 -2.55591 -0.005 -0.009 -0.014 0.082
O -1.17339 0.14855 -0.85114 -0.007 -0.003 -0.023 -0.160
C -1.93765 -0.75370 -1.34548 -0.031 -0.046 -0.019 -0.058
C -2.06034 -2.07779 -0.91760 -0.006 -0.016 0.020 -0.120
C -2.95914 -2.92214 -1.61648 0.013 -0.008 0.006 0.107
C -3.06280 -4.22486 -1.23153 0.056 0.038 0.059 -0.089
C -2.31058 -4.74624 -0.17419 -0.036 0.032 -0.051 0.100
C -1.43682 -3.93660 0.52958 0.018 0.044 0.018 0.051
C -1.30497 -2.59966 0.17547 -0.045 -0.019 -0.062 -0.309
O -0.46362 -1.81691 0.84334 0.144 0.073 0.030 -0.251
N -4.00023 -5.11575 -1.95713 0.024 0.006 0.001 -0.345
O -4.05690 -6.25718 -1.57419 -0.008 -0.070 0.025 0.139
O -4.61803 -4.61370 -2.86455 -0.047 0.033 -0.058 0.128
H -2.53625 -0.41565 -2.19289 0.009 -0.017 0.006 0.168
H -3.55352 -2.55560 -2.44480 -0.005 -0.007 0.003 0.150
H -2.43432 -5.79170 0.08006 -0.002 -0.001 0.003 0.148
H -0.85426 -4.32615 1.35298 -0.008 -0.016 -0.002 0.139
```
Forces are in eV/Å.

Total charge: +3
Orbital gap (alpha / beta): 6.4955 / 6.4960 eV
E_HOMO (alpha / beta): -0.62899 / -0.62899 Ha

# 2
# C5H7NO

One molecule with the formula C5H7NO in a non-equilibrium geometry (ωB97M-V/def2-TZVPD, OMol25).

```
14
Properties=species:S:1:pos:R:3:forces:R:3:lowdin_charge:R:1
C 2.01807 0.00517 -0.30133 0.064 -0.030 0.024 -0.007
C 0.73573 -0.48063 0.32802 0.080 -0.213 0.239 -0.412
O 0.70432 -1.26204 1.24750 0.004 0.308 -0.413 0.108
C -0.58207 0.05817 -0.27774 -0.053 -0.023 -0.019 -0.293
C -1.81372 -0.56447 0.37902 -0.074 -0.027 0.036 -0.054
C -0.58746 1.52526 -0.18491 0.035 0.974 0.071 -0.197
N -0.57301 2.67837 -0.09242 -0.023 -1.106 -0.091 0.163
H 2.85728 -0.56555 0.09916 -0.122 0.088 -0.049 0.088
H 2.16285 1.06923 -0.08284 -0.064 -0.135 -0.024 0.091
H 1.97891 -0.09968 -1.39121 -0.018 0.021 0.149 0.092
H -0.56255 -0.18670 -1.34938 0.024 0.038 0.139 0.154
H -1.81708 -0.36639 1.45286 0.002 -0.011 -0.150 0.092
H -2.72923 -0.16322 -0.06320 0.142 -0.043 0.057 0.087
H -1.79203 -1.64751 0.23647 0.002 0.157 0.030 0.088
```
Forces are in eV/Å.

Total charge: 0
Orbital gap: 10.9736 eV
SMILES string: CC(=O)[C@@H](C)C#N
E_HOMO: -0.37937 Ha